No. 1
{"formula": "C4H13N2O", "method": "ωB97M-V with the def2-TZVPD basis set", "symbols": ["N", "C", "C", "N", "C", "C", "O", "H", "H", "H", "H", "H", "H", "H", "H", "H", "H", "H", "H", "H"], "xyz": [[0.53148, -1.97856, 1.11046], [-0.57505, -1.80385, 0.23710], [-0.32011, -0.89882, -1.08894], [0.65178, 0.21876, -1.11454], [0.16600, 1.59771, -0.82513], [-0.42769, 1.86971, 0.57335], [-1.18210, 0.93896, 1.25663], [0.94004, -2.90754, 1.04277], [1.22364, -1.24797, 1.25487], [-1.48575, -1.35050, 0.60897], [-0.94957, -2.69456, -0.28961], [1.62361, 0.58755, 0.97054], [-0.08033, -1.50977, -1.97226], [-1.27567, -0.45636, -1.38012], [1.51896, 0.05192, -0.57204], [1.04079, 2.23379, -0.90289], [-0.54913, 1.83779, -1.62734], [-1.17527, 2.66583, 0.35428], [0.42531, 2.26390, 1.21189], [-0.10094, 0.58200, 1.15200]], "homo_energy_ev": -14.18, "lumo_ev": -8.50, "charge": 1}

***

No. 2
{"formula": "C47H43As2N2O4P2TeTi", "method": "ωB97M-V with the def2-TZVPD basis set", "symbols": ["Ti", "O", "C", "O", "C", "C", "C", "C", "C", "N", "C", "O", "O", "H", "H", "H", "C", "As", "C", "C", "C", "C", "C", "C", "C", "As", "C", "C", "H", "H", "H", "H", "H", "H", "H", "H", "H", "H", "H", "H", "H", "H", "H", "H", "Te", "C", "C", "C", "N", "C", "C", "C", "P", "C", "C", "C", "C", "C", "C", "C", "C", "C", "C", "C", "C", "P", "C", "C", "C", "C", "C", "C", "C", "C", "C", "C", "C", "C", "H", "H", "H", "H", "H", "H", "H", "H", "H", "H", "H", "H", "H", "H", "H", "H", "H", "H", "H", "H", "H", "H", "H", "H"], "xyz": [[0.47582, 0.38449, -1.05037], [-0.70302, 2.27087, -4.40437], [-0.29141, 1.47633, -3.63164], [-0.02689, 1.70412, -2.33214], [0.10866, 0.00832, -3.99915], [-0.05239, -0.67117, -5.18039], [0.33110, -1.99972, -5.20601], [0.91289, -2.66506, -4.12905], [0.97256, -1.92326, -2.95578], [0.54872, -0.64799, -2.93505], [1.55201, -2.32266, -1.63638], [2.21017, -3.32194, -1.39642], [1.21992, -1.47362, -0.71389], [-0.49844, -0.20803, -6.06505], [0.30547, -2.44597, -6.17568], [1.25980, -3.68962, -4.11148], [1.49527, 5.36618, 1.19209], [1.51935, 3.89016, -0.15203], [1.12100, 4.86519, -1.79408], [3.48396, 3.70134, -0.34080], [4.26350, 4.83685, -0.12417], [5.66144, 4.71188, -0.13992], [6.26847, 3.48602, -0.36719], [5.49602, 2.37485, -0.51811], [4.10849, 2.48217, -0.48089], [3.19584, 0.83098, -0.79878], [4.12199, 0.24934, -2.37380], [3.97257, -0.20195, 0.70996], [1.79430, 6.34661, 0.78471], [2.27590, 5.09564, 1.91020], [0.56021, 5.42105, 1.71793], [0.54305, 4.24689, -2.48441], [2.03763, 5.01294, -2.29008], [0.67861, 5.82631, -1.59446], [3.77100, 5.78528, 0.13786], [6.22790, 5.58546, 0.18631], [7.33233, 3.43528, -0.25650], [6.03854, 1.36881, -0.64727], [5.01367, 0.85695, -2.54471], [3.41508, 0.48297, -3.18970], [4.32735, -0.86444, -2.49547], [5.04567, -0.08567, 0.68676], [3.78657, -1.24952, 0.42144], [3.61538, 0.10585, 1.71336], [-3.62962, -0.86040, 2.18599], [-3.39892, -3.01478, 2.47333], [-2.98031, -3.44648, 3.71870], [-2.73310, -4.86495, 3.84966], [-2.98713, -5.70723, 2.85632], [-3.59564, -5.24429, 1.76654], [-3.75058, -3.88864, 1.52696], [-1.89418, -0.26794, 1.13457], [-1.87084, -0.43978, -0.54511], [-2.03419, -2.23295, -1.21071], [-2.42303, -2.59264, -2.53323], [-2.26394, -3.92824, -2.96349], [-1.63429, -4.89687, -2.17083], [-1.37890, -4.53940, -0.85226], [-1.50476, -3.25503, -0.40872], [-3.26964, 0.29586, -1.36202], [-3.14923, 1.57275, -1.91885], [-4.17702, 2.19997, -2.56204], [-5.42565, 1.52485, -2.65241], [-5.58926, 0.30040, -2.09393], [-4.50397, -0.32065, -1.50303], [-0.19669, 0.12747, 1.59182], [-0.14690, 1.66261, 2.58890], [0.89978, 1.94882, 3.48647], [0.86126, 3.12551, 4.16885], [-0.16503, 4.04199, 3.97217], [-1.13176, 3.81831, 3.00643], [-1.15104, 2.62448, 2.27784], [0.17702, -1.11323, 2.91407], [0.82566, -2.29577, 2.54954], [0.81470, -3.41737, 3.42916], [0.20529, -3.37235, 4.66243], [-0.31257, -2.13093, 5.06402], [-0.35393, -1.03627, 4.22315], [-2.75346, -2.81442, 4.51668], [-2.34506, -5.31546, 4.72391], [-3.96761, -6.02221, 1.09980], [-4.08304, -3.54569, 0.56051], [-2.86395, -1.91746, -3.25365], [-2.46575, -4.12190, -4.05034], [-1.46726, -5.88368, -2.49224], [-0.91492, -5.32159, -0.22963], [-1.22254, -2.91860, 0.58847], [-2.20335, 2.12016, -1.84424], [-4.09213, 3.14920, -2.97330], [-6.19337, 2.01998, -3.18285], [-6.52207, -0.16336, -2.19555], [-4.62437, -1.33753, -1.03395], [1.59662, 1.14192, 3.71118], [1.59261, 3.37150, 4.93648], [-0.25705, 4.99736, 4.50741], [-1.95369, 4.51869, 2.78797], [-1.93662, 2.39199, 1.57100], [1.22350, -2.45394, 1.57629], [1.26314, -4.31109, 3.08548], [0.09330, -4.25452, 5.27079], [-0.65375, -2.05753, 6.12088], [-0.87681, -0.08716, 4.58326]], "homo_energy_ev": [-7.46, -7.45], "multiplicity": 2, "s_squared": 0.755, "lumo_ev": [-0.36, -0.52], "charge": 0}

***

No. 3
{"formula": "C3H6N4O", "method": "ωB97M-V with the def2-TZVPD basis set", "symbols": ["C", "N", "N", "N", "N", "C", "C", "O", "H", "H", "H", "H", "H", "H"], "xyz": [[-1.35133, 0.66507, 0.13839], [-0.05117, 0.48146, 0.74370], [0.87924, 1.57994, 0.46697], [1.83665, 1.20626, -0.28261], [1.79274, 0.00047, -0.63012], [0.61868, -0.57752, 0.06228], [0.04269, -1.81760, -0.35051], [0.98746, -1.72718, 0.78521], [-1.81779, 1.55504, 0.35177], [-1.26090, 0.72702, -1.02355], [-1.88172, -0.17142, 0.32558], [0.62569, 2.44774, 0.93045], [-0.98492, -2.17263, -0.24947], [0.56468, -2.19665, -1.26808]], "smiles": "CN1NN=N[C@]12CO2", "homo_energy_ev": -9.04, "lumo_ev": 0.74, "charge": 0}

***

No. 4
{"formula": "C4H9N3O", "method": "ωB97M-V with the def2-TZVPD basis set", "symbols": ["C", "C", "C", "N", "N", "C", "N", "O", "H", "H", "H", "H", "H", "H", "H", "H", "H"], "xyz": [[-0.23900, 0.62099, 0.13816], [2.01821, -0.81129, -0.02755], [-0.80960, 0.30598, 1.48136], [1.54244, 0.36412, -0.73977], [0.96683, 1.30640, 0.05798], [-1.02811, 0.40157, -1.11088], [-1.92058, -0.64344, -1.05179], [-0.98125, 1.15125, -2.07253], [0.99716, 2.25632, -0.30084], [-2.42192, -0.85412, -1.90009], [-1.80316, -1.39297, -0.39115], [3.11047, -0.82021, -0.12905], [1.76330, -0.83013, 1.03621], [1.65399, -1.71990, -0.51422], [-0.54337, -0.70491, 1.81976], [-1.89881, 0.37275, 1.47939], [-0.40660, 0.99760, 2.22501]], "homo_energy_ev": [-8.58, -8.44], "lumo_ev": [-0.16, 0.21], "charge": 0}

***

Relative energy (zero: lowest compared OMol25 entry of this formula, charge and spin) readings, ordered: 995.0 0.0 506.9 389.8 kJ/mol
Total energy readings, ordered: -9371.27146 -231271.04082 -11211.52289 -10808.42179 eV